{"formula": "C24H25N4Rh", "method": "ωB97M-V/def2-TZVPD", "elements": ["Rh", "N", "C", "C", "C", "C", "C", "C", "C", "C", "N", "C", "H", "H", "H", "H", "H", "H", "H", "H", "C", "C", "C", "C", "C", "C", "C", "C", "C", "C", "N", "C", "C", "C", "C", "C", "N", "H", "H", "H", "H", "H", "H", "H", "H", "H", "H", "H", "H", "H", "H", "H", "H", "H"], "xyz": [[0.653, 0.096, -0.953], [0.382, -0.513, -2.963], [-0.809, -1.339, -3.096], [-1.277, -1.867, -4.262], [-2.437, -2.676, -4.245], [-3.083, -2.943, -3.069], [-2.599, -2.406, -1.850], [-3.185, -2.641, -0.585], [-2.640, -2.077, 0.539], [-1.514, -1.254, 0.415], [-0.957, -1.016, -0.760], [-1.459, -1.593, -1.894], [1.209, -1.077, -3.156], [0.384, 0.237, -3.652], [-0.765, -1.677, -5.199], [-2.806, -3.085, -5.175], [-3.969, -3.563, -3.053], [-4.065, -3.269, -0.515], [-3.057, -2.250, 1.521], [-1.076, -0.765, 1.274], [-1.285, 2.559, -1.220], [0.170, 2.828, -0.791], [0.273, 2.951, 0.701], [-0.225, 4.079, 1.339], [-0.184, 4.165, 2.717], [0.337, 3.117, 3.460], [0.850, 1.972, 2.860], [1.193, 0.796, 3.756], [-0.035, -0.087, 3.991], [0.845, 1.929, 1.459], [1.403, 0.811, 0.737], [2.578, 0.296, 1.032], [2.937, -0.837, 0.326], [3.945, -1.801, 0.387], [3.634, -2.765, -0.576], [2.461, -2.363, -1.200], [2.057, -1.184, -0.670], [-1.378, 2.437, -2.301], [-1.913, 3.400, -0.930], [-1.698, 1.675, -0.721], [0.542, 3.715, -1.306], [0.834, 2.019, -1.151], [-0.628, 4.899, 0.756], [-0.577, 5.040, 3.217], [0.339, 3.179, 4.542], [1.542, 1.181, 4.714], [1.990, 0.176, 3.354], [-0.868, 0.499, 4.379], [0.189, -0.878, 4.706], [-0.351, -0.558, 3.059], [3.219, 0.765, 1.769], [4.785, -1.790, 1.064], [4.175, -3.668, -0.801], [1.913, -2.876, -1.977]], "forces_ev_per_a": [[0.188, 0.070, -0.606], [-0.042, -0.046, -0.101], [0.168, 0.061, -0.253], [-0.074, -0.084, -0.132], [0.057, 0.051, 0.061], [0.026, 0.028, 0.019], [-0.177, -0.098, 0.032], [-0.017, -0.014, -0.016], [-0.010, 0.052, -0.055], [-0.156, -0.046, -0.008], [0.359, -0.287, 0.599], [-0.109, 0.023, 0.212], [0.069, 0.069, -0.136], [-0.035, 0.067, 0.017], [-0.022, 0.008, 0.005], [0.003, 0.002, 0.004], [0.016, -0.002, -0.008], [0.028, -0.005, 0.009], [-0.009, 0.039, -0.011], [0.055, -0.026, -0.019], [0.188, -0.104, -0.165], [-0.716, 0.238, -0.105], [0.302, 0.043, -0.114], [0.068, -0.011, -0.078], [0.000, -0.005, 0.105], [0.019, 0.024, 0.021], [-0.126, -0.204, 0.123], [-0.060, 0.106, -0.129], [0.036, 0.038, 0.071], [0.095, -0.270, -0.027], [-0.343, 0.419, 0.795], [-0.165, 0.516, 0.268], [0.424, -0.530, -0.038], [-0.014, -0.049, 0.044], [0.078, 0.011, 0.054], [-0.045, 0.088, -0.079], [-0.362, -0.826, -0.255], [-0.003, 0.018, 0.015], [-0.025, -0.009, 0.023], [-0.021, 0.012, 0.013], [0.030, 0.021, 0.056], [0.271, 0.661, -0.288], [-0.031, -0.050, -0.019], [0.038, 0.005, 0.004], [-0.017, -0.006, -0.012], [0.071, 0.006, -0.023], [0.066, 0.010, 0.108], [-0.007, -0.015, -0.021], [-0.005, -0.002, -0.026], [-0.015, -0.025, 0.040], [-0.067, 0.005, 0.030], [0.022, -0.018, -0.069], [0.038, 0.031, 0.021], [-0.041, 0.013, 0.041]], "lowdin_charge": [1.2231, 0.0384, -0.2183, 0.0333, -0.0114, 0.0250, -0.1182, 0.0615, 0.0108, -0.0441, -0.0214, -0.1558, 0.1067, 0.1358, 0.1374, 0.1296, 0.1373, 0.1441, 0.1319, 0.1001, -0.0736, -0.1988, -0.1847, -0.0141, -0.0273, -0.0101, -0.1578, -0.1840, -0.0609, -0.1584, -0.0584, -0.0110, -0.2934, 0.0393, -0.0326, -0.0903, -0.0997, 0.0795, 0.0925, 0.0654, 0.1379, 0.0443, 0.1311, 0.1237, 0.1309, 0.1242, 0.0860, 0.0904, 0.0881, 0.0391, 0.1645, 0.1320, 0.1202, 0.1204], "largest_force_ev_per_a": 0.962, "charge": 2, "orbital_gap_ev": 5.867}

***

{"formula": "C24H25N6O2RbS3", "method": "ωB97M-V/def2-TZVPD", "elements": ["Rb", "C", "C", "N", "N", "C", "N", "S", "C", "C", "C", "C", "C", "N", "H", "H", "H", "H", "H", "H", "H", "H", "H", "H", "C", "C", "C", "C", "C", "C", "H", "H", "H", "H", "H", "H", "O", "C", "C", "C", "C", "C", "C", "C", "O", "N", "N", "C", "S", "C", "C", "S", "H", "H", "H", "H", "H", "H", "H", "H", "H"], "xyz": [[10.757, -10.475, 12.033], [10.293, -14.831, 9.394], [10.193, -13.524, 10.175], [11.207, -12.686, 10.404], [12.341, -12.983, 9.553], [13.587, -12.649, 9.912], [14.559, -13.109, 9.075], [14.026, -11.657, 11.235], [8.902, -13.213, 10.842], [7.664, -13.453, 10.191], [6.487, -13.245, 10.927], [6.587, -12.915, 12.291], [7.836, -12.734, 12.827], [8.940, -12.780, 12.104], [11.279, -15.263, 9.480], [9.579, -15.541, 9.795], [10.042, -14.706, 8.294], [12.117, -13.375, 8.643], [14.380, -13.974, 8.519], [15.509, -13.077, 9.482], [7.575, -13.762, 9.142], [5.485, -13.470, 10.498], [5.694, -12.814, 12.940], [7.939, -12.461, 13.869], [10.348, -6.579, 10.591], [11.512, -6.563, 11.354], [12.538, -7.451, 11.025], [12.382, -8.430, 10.063], [11.237, -8.366, 9.270], [10.223, -7.461, 9.496], [9.487, -5.891, 10.817], [11.623, -5.822, 12.158], [13.531, -7.378, 11.508], [13.170, -9.173, 9.849], [11.095, -9.069, 8.447], [9.399, -7.368, 8.781], [8.123, -9.445, 17.938], [9.329, -9.862, 18.310], [9.597, -10.040, 19.696], [10.818, -10.639, 20.077], [11.759, -11.018, 19.124], [11.477, -10.815, 17.759], [10.307, -10.289, 17.341], [10.004, -10.273, 15.897], [10.771, -10.703, 15.016], [8.818, -9.668, 15.639], [8.617, -9.472, 14.333], [7.569, -8.788, 13.919], [7.176, -9.007, 12.199], [5.656, -8.058, 12.186], [5.121, -7.786, 13.606], [6.464, -7.663, 14.790], [8.078, -9.549, 16.881], [8.885, -9.733, 20.476], [11.018, -10.774, 21.142], [12.687, -11.455, 19.466], [12.188, -11.056, 16.966], [4.975, -8.664, 11.572], [5.793, -7.093, 11.680], [4.480, -8.611, 13.943], [4.564, -6.821, 13.661]], "forces_ev_per_a": [[-0.027, 0.612, 1.068], [-0.661, 0.901, -1.044], [2.415, 1.399, 0.395], [-1.099, -2.452, -2.491], [-2.033, -0.081, 1.119], [1.143, 1.103, 1.016], [0.669, -1.321, -0.342], [-0.612, -0.957, -0.981], [-1.395, -0.134, -0.044], [-0.114, 0.224, 0.366], [-0.190, -0.477, 0.458], [-1.253, -0.407, -0.679], [-0.050, 0.826, 0.171], [0.980, -0.765, -0.215], [0.328, -0.006, 0.011], [-0.159, -0.029, 0.061], [0.315, -0.067, 1.133], [0.343, 0.029, 0.294], [0.145, 1.149, 0.735], [-1.003, 0.182, -0.465], [0.307, 0.057, 0.481], [0.966, 0.400, 0.175], [0.674, -0.109, -0.620], [0.202, 0.088, 0.075], [-1.174, 0.336, -0.241], [-0.230, 0.220, -0.250], [1.174, 0.063, 0.874], [0.083, 0.172, -0.747], [-0.237, -1.030, -0.582], [0.132, 0.963, 0.607], [1.136, -0.689, -0.183], [0.039, -0.477, -0.393], [-0.832, -0.070, 0.028], [-0.472, 0.551, 0.212], [0.244, 0.093, 0.123], [0.152, -0.187, 0.523], [-0.285, -0.024, 0.155], [-0.096, -0.850, 0.486], [0.857, -0.149, -0.388], [-0.727, 0.582, -0.365], [-0.226, 0.245, -0.303], [1.900, -0.747, 1.076], [-1.962, 0.433, 0.580], [-0.182, 0.627, -0.872], [0.280, -0.064, 0.308], [0.318, 0.462, -0.060], [-3.057, 0.892, -1.951], [2.070, -1.181, 0.936], [0.265, 0.040, 0.245], [-0.405, 0.692, -0.412], [-0.528, -0.222, -0.068], [0.929, -0.536, 0.045], [0.449, 0.560, 0.757], [0.203, -0.147, -0.696], [-0.003, -0.039, -0.296], [0.105, -0.020, -0.213], [-0.081, -0.208, 0.367], [-0.145, 0.357, 0.343], [0.141, -0.283, 0.059], [-0.027, 0.301, -0.219], [0.304, -0.830, -0.163]], "lowdin_charge": [0.7525, -0.0223, -0.2305, 0.0172, -0.0354, -0.8881, 0.0521, 0.5746, -0.2657, -0.0105, -0.0470, -0.0518, -0.1371, 0.0564, 0.0726, 0.0843, 0.1119, 0.1387, 0.1182, 0.0998, 0.1166, 0.1206, 0.1246, 0.1226, -0.0839, -0.0799, -0.1090, -0.1687, -0.1410, -0.0981, 0.1224, 0.1157, 0.1218, 0.0823, 0.1062, 0.1098, -0.0080, -0.2722, -0.0195, -0.1103, -0.1052, -0.0480, -0.1060, -0.4678, -0.1032, -0.0265, -0.1008, -0.8676, 0.8443, -0.5486, -0.5470, 0.8931, 0.0500, 0.1077, 0.0939, 0.0843, 0.1162, 0.0666, 0.0700, 0.0694, 0.0830], "largest_force_ev_per_a": 3.735, "orbital_gap_ev": 5.718, "relative_energy_kcal_mol": 11.3}